one | Formula: C5H8N
Source: the Open Molecules 2025 dataset
Level of theory: ωB97M-V/def2-TZVPD

Element x y z (Å)
1 C 2.002 -0.476 0.927
2 C 1.060 0.544 0.346
3 C -0.268 0.180 -0.158
4 C -1.478 0.999 0.044
5 C -0.398 -1.107 -0.898
6 N 2.564 0.174 0.046
7 H 2.024 -1.127 1.720
8 H 1.007 1.410 0.890
9 H -1.235 1.825 0.667
10 H -2.238 0.327 0.348
11 H -1.659 1.231 -1.051
12 H 0.409 -1.099 -1.585
13 H -1.509 -1.051 -1.222
14 H -0.282 -1.830 -0.076

Its total charge is +1. The highest occupied orbital energy is -15.897 eV. Its spin multiplicity is 1.

---

two | Formula: C5H8N
Source: the Open Molecules 2025 dataset
Level of theory: ωB97M-V/def2-TZVPD

Element x y z (Å)
1 C 1.711 -0.834 0.072
2 C 2.796 0.277 0.190
3 C -2.624 1.135 0.038
4 C 1.535 0.648 -0.165
5 C -1.340 -0.939 -0.202
6 N -2.036 0.084 -0.076
7 H 1.943 -1.441 -0.777
8 H 3.715 0.545 0.563
9 H -2.184 2.090 0.426
10 H -3.759 1.117 0.024
11 H -1.452 -1.681 0.558
12 H -0.578 -1.064 -0.941
13 H 1.357 -1.322 0.914
14 H 0.914 1.385 -0.624

Its total charge is +1. The highest occupied orbital energy is -12.864 eV. Its spin multiplicity is 1.

---

three | Formula: C5H8N
Source: the Open Molecules 2025 dataset
Level of theory: ωB97M-V/def2-TZVPD

Element x y z (Å)
1 C 0.097 0.202 0.465
2 C -0.897 0.273 -0.423
3 C 1.388 1.045 0.598
4 C 2.301 1.325 1.680
5 C -2.094 -0.584 -0.445
6 N 2.807 0.361 0.715
7 H 0.132 -0.501 1.401
8 H -0.685 1.130 -1.216
9 H 1.491 1.805 -0.070
10 H -2.537 -0.617 -1.585
11 H -2.811 -0.132 0.090
12 H -1.850 -1.527 0.059
13 H 2.778 -0.690 0.948
14 H 3.634 0.611 0.143

Its total charge is +1. The highest occupied orbital energy is -14.324 eV. Its spin multiplicity is 1.

---

four | Formula: C5H8N
Source: the Open Molecules 2025 dataset
Level of theory: ωB97M-V/def2-TZVPD

Element x y z (Å)
1 C 1.359 -0.862 1.189
2 C 0.510 -0.762 0.317
3 C -2.041 1.090 -0.062
4 C 2.554 -1.156 1.970
5 C -1.193 0.375 -2.259
6 N -1.297 0.458 -0.804
7 H -2.886 1.825 -0.130
8 H -1.860 1.057 1.020
9 H 2.784 -2.171 2.414
10 H 3.309 -0.877 1.365
11 H 2.361 -0.476 2.824
12 H -2.139 0.849 -2.632
13 H -0.965 -0.544 -2.568
14 H -0.494 1.195 -2.644

Its total charge is +1. The highest occupied orbital energy (spin up / spin down) is -15.112 / -14.819 eV. Its spin multiplicity is 1.

---

Calculated relative energies: one 0.0; two 35.0; three 58.7; four 101.5, given in kcal/mol